Entry 1:
Here is a cluster of 10 separate species, C44H48Br4N8 in total at a distorted geometry from the Open Molecules 2025 dataset. Energies are from the ωB97M-V functional and the def2-TZVPD basis.

Each line ends with the Löwdin charge.
Atoms and positions in Å:
Br  -6.436  3.284  -2.293  0.56
C  -7.840  1.869  -2.344  -0.63
C  -8.387  1.842  -3.832  -0.73
Br  -9.608  0.368  -4.113  0.61
H  -8.521  1.957  -1.498  0.06
H  -7.338  0.905  -2.267  0.04
H  -7.669  1.917  -4.648  0.05
H  -8.938  2.754  -4.061  0.04
Br  2.274  -1.141  -6.990  0.56
C  1.744  0.634  -7.736  -0.63
C  3.029  1.149  -8.496  -0.66
Br  2.674  3.032  -9.084  0.55
H  1.621  1.289  -6.874  0.04
H  0.895  0.431  -8.389  0.05
H  3.238  0.434  -9.291  0.05
H  3.906  1.243  -7.857  0.04
N  -6.451  -4.439  -1.395  0.02
C  -5.999  -5.044  -0.256  -0.15
C  -6.804  -5.829  0.606  -0.07
C  -8.180  -6.005  0.275  -0.08
C  -8.647  -5.425  -0.934  -0.06
C  -7.747  -4.622  -1.759  -0.12
H  -4.965  -4.798  -0.066  0.09
H  -6.469  -6.160  1.578  0.09
H  -8.850  -6.489  0.971  0.09
H  -9.673  -5.564  -1.242  0.08
H  -8.079  -4.086  -2.636  0.09
N  7.785  7.224  0.800  0.03
C  7.583  8.446  0.330  -0.14
C  6.290  8.827  -0.049  -0.07
C  5.256  7.917  0.007  -0.08
C  5.520  6.631  0.494  -0.07
C  6.802  6.361  0.901  -0.18
H  8.475  9.035  0.491  0.10
H  6.140  9.854  -0.345  0.10
H  4.246  8.015  -0.364  0.10
H  4.693  5.937  0.467  0.10
H  7.092  5.455  1.412  0.10
N  3.850  -4.357  9.502  0.05
C  3.282  -3.196  9.450  -0.19
C  2.618  -2.629  8.330  -0.05
C  2.330  -3.536  7.299  -0.08
C  2.818  -4.887  7.306  -0.06
C  3.568  -5.174  8.422  -0.15
H  3.634  -2.631  10.300  0.10
H  2.274  -1.612  8.212  0.09
H  1.813  -3.181  6.419  0.09
H  2.752  -5.565  6.467  0.10
H  4.099  -6.115  8.445  0.09
N  0.875  -7.105  -0.203  0.05
C  1.608  -5.954  -0.395  -0.13
C  1.321  -5.049  -1.425  -0.09
C  0.249  -5.282  -2.268  -0.07
C  -0.505  -6.469  -2.116  -0.07
C  -0.146  -7.328  -1.076  -0.16
H  2.465  -5.649  0.189  0.09
H  2.071  -4.282  -1.545  0.10
H  -0.242  -4.631  -2.977  0.10
H  -1.485  -6.708  -2.503  0.10
H  -0.818  -8.144  -0.854  0.09
N  0.733  5.810  -3.931  0.06
C  -0.553  6.270  -3.904  -0.18
C  -1.159  7.247  -4.636  -0.07
C  -0.366  7.769  -5.687  -0.08
C  0.899  7.331  -5.773  -0.11
C  1.466  6.356  -4.938  -0.12
H  -1.188  5.771  -3.188  0.09
H  -2.159  7.581  -4.401  0.10
H  -0.855  8.550  -6.249  0.11
H  1.506  7.605  -6.623  0.10
H  2.496  6.047  -5.037  0.10
N  7.382  -5.503  2.050  0.06
C  6.820  -4.613  2.894  -0.17
C  6.457  -3.346  2.587  -0.08
C  6.745  -2.940  1.293  -0.09
C  7.326  -3.814  0.398  -0.08
C  7.582  -5.112  0.788  -0.15
H  6.761  -4.927  3.926  0.10
H  6.090  -2.583  3.258  0.10
H  6.473  -1.965  0.915  0.10
H  7.521  -3.410  -0.584  0.10
H  8.127  -5.789  0.147  0.10
N  -6.585  2.521  4.935  0.05
C  -5.920  2.726  3.821  -0.18
C  -4.533  2.880  3.754  -0.07
C  -3.817  2.883  4.950  -0.08
C  -4.550  2.842  6.137  -0.09
C  -5.917  2.560  6.132  -0.12
H  -6.362  2.611  2.843  0.10
H  -4.026  2.976  2.805  0.10
H  -2.740  2.800  4.958  0.10
H  -3.954  2.815  7.037  0.09
H  -6.434  2.365  7.060  0.10
N  -0.756  0.033  -1.769  0.05
C  0.463  0.352  -1.324  -0.15
C  0.851  0.375  0.014  -0.06
C  -0.138  -0.013  0.902  -0.12
C  -1.359  -0.381  0.486  -0.09
C  -1.690  -0.321  -0.899  -0.13
H  1.151  0.722  -2.070  0.10
H  1.788  0.740  0.408  0.10
H  0.048  -0.085  1.964  0.10
H  -2.041  -0.784  1.220  0.10
H  -2.675  -0.674  -1.164  0.10

Output
E_HOMO = -9.500 eV
Kohn-Sham gap = 9.64 eV
SMILES string = c1ccncc1.c1ccncc1.c1ccncc1.c1ccncc1.c1ccncc1.c1ccncc1.c1ccncc1.c1ccncc1.BrCCBr.BrCCBr
LUMO level = 0.136 eV

Entry 2:
Here is a cluster of 6 separate species, C44H48FN5O15P in total at a distorted geometry from the Open Molecules 2025 dataset. Energies are from the ωB97M-V functional and the def2-TZVPD basis.

Each line ends with the Löwdin charge.
Atoms and positions in Å:
C  -1.915  2.542  2.764  0.01
C  -3.102  2.178  3.646  -0.53
O  -3.399  2.881  4.513  0.19
O  -3.882  1.064  3.427  -0.03
C  -3.145  -0.147  3.214  -0.13
C  -3.081  -0.501  1.689  -0.12
C  -3.996  0.388  0.836  -0.19
N  -3.967  0.106  -0.620  -0.20
P  -5.488  -0.385  -1.281  0.74
N  -5.941  -1.724  -0.615  -0.25
C  -3.179  0.967  -1.391  -0.33
N  -3.471  2.221  -1.549  0.15
C  -4.615  2.952  -1.013  -0.10
C  -4.107  4.076  -0.013  -0.20
O  -2.755  4.429  -0.219  -0.05
N  -2.065  0.443  -2.004  0.03
C  -2.068  0.778  -3.451  -0.01
C  -0.977  1.842  -3.710  -0.49
O  -1.041  2.643  -4.524  0.19
F  0.056  1.849  -2.885  0.14
C  -1.936  -1.017  -1.712  -0.02
C  -0.736  -1.763  -2.318  -0.46
O  -0.747  -2.915  -2.144  0.17
N  0.351  -1.133  -3.015  -0.13
C  1.621  -1.778  -2.523  -0.06
C  0.249  -1.546  -4.444  -0.07
H  -1.074  1.878  2.955  0.07
H  -1.611  3.546  3.046  0.10
H  -2.158  2.558  1.693  0.06
H  -2.117  -0.050  3.569  0.12
H  -3.633  -0.984  3.713  0.13
H  -2.051  -0.296  1.357  0.11
H  -3.335  -1.547  1.491  0.12
H  -3.655  1.420  0.980  0.08
H  -5.007  0.375  1.263  0.14
H  -6.497  0.578  -1.013  0.02
H  -5.379  -0.616  -2.683  0.03
H  -5.239  -2.031  0.052  -0.02
H  -2.823  2.767  -2.109  0.16
H  -5.109  3.486  -1.830  0.14
H  -5.314  2.342  -0.451  0.09
H  -4.240  3.665  0.991  0.11
H  -4.768  4.943  -0.110  0.13
H  -2.736  4.905  -1.061  0.10
H  -2.985  1.289  -3.761  0.14
H  -1.961  -0.085  -4.110  0.13
H  -1.879  -1.187  -0.639  0.12
H  -2.818  -1.561  -2.072  0.13
H  1.717  -2.748  -3.017  0.09
H  1.635  -1.897  -1.439  0.08
H  2.466  -1.152  -2.810  0.09
H  -0.282  -2.503  -4.567  0.10
H  1.236  -1.690  -4.878  0.09
H  -0.270  -0.809  -5.062  0.06
C  6.195  -0.305  1.049  0.02
C  5.744  -0.689  -0.142  0.02
C  4.714  -1.747  -0.266  -0.37
O  4.298  -2.099  -1.351  0.09
C  4.207  -2.362  0.986  0.03
C  4.660  -1.977  2.176  0.03
C  5.689  -0.916  2.298  -0.37
O  6.100  -0.561  3.385  0.07
H  6.946  0.466  1.162  0.13
H  6.102  -0.251  -1.064  0.13
H  3.456  -3.134  0.874  0.12
H  4.304  -2.413  3.101  0.12
C  3.130  2.786  2.786  0.04
C  3.980  2.499  1.802  0.03
C  3.493  2.127  0.451  -0.37
O  4.256  1.858  -0.449  0.11
C  2.027  2.090  0.237  0.03
C  1.179  2.376  1.219  0.02
C  1.663  2.748  2.573  -0.36
O  0.888  3.011  3.471  0.10
H  3.465  3.058  3.779  0.13
H  5.054  2.521  1.939  0.13
H  1.692  1.816  -0.757  0.11
H  0.108  2.353  1.078  0.09
C  10.325  -3.475  5.804  0.02
C  10.181  -3.236  4.503  0.02
C  9.147  -2.298  4.004  -0.38
O  9.012  -2.082  2.815  0.10
C  8.281  -1.634  5.007  0.02
C  8.425  -1.874  6.309  0.03
C  9.459  -2.812  6.810  -0.39
O  9.593  -3.029  7.995  0.11
H  11.073  -4.157  6.188  0.12
H  10.804  -3.710  3.754  0.12
H  7.532  -0.952  4.616  0.08
H  7.802  -1.400  7.058  0.12
C  1.535  3.307  -5.745  0.02
C  2.296  4.371  -5.995  0.03
C  3.512  4.269  -6.838  -0.38
O  4.206  5.236  -7.064  0.12
C  3.847  2.934  -7.394  0.03
C  3.086  1.872  -7.144  0.02
C  1.873  1.979  -6.302  -0.36
O  1.175  1.009  -6.075  0.08
H  0.647  3.362  -5.134  0.08
H  2.066  5.352  -5.599  0.12
H  4.737  2.877  -8.007  0.13
H  3.314  0.890  -7.540  0.12
C  -8.892  -5.124  0.727  0.02
C  -7.977  -4.158  0.733  0.01
C  -7.686  -3.384  1.964  -0.38
O  -6.851  -2.501  1.966  0.06
C  -8.450  -3.727  3.187  0.02
C  -9.366  -4.692  3.182  0.03
C  -9.658  -5.468  1.950  -0.38
O  -10.490  -6.349  1.945  0.12
H  -9.120  -5.700  -0.161  0.12
H  -7.407  -3.890  -0.148  0.10
H  -8.222  -3.150  4.075  0.12
H  -9.934  -4.957  4.064  0.12

Output
E_HOMO = -11.235 eV
Kohn-Sham gap = 7.37 eV
LUMO level = -3.862 eV
Total charge = +1

Entry 3:
Here is a structure of composition C44H49NP2Sn at a distorted geometry from the Open Molecules 2025 dataset. Energies are from the ωB97M-V functional and the def2-TZVPD basis.

Each line ends with the Löwdin charge.
Atoms and positions in Å:
Sn  1.919  -1.350  4.693  1.08
C  -2.634  0.177  4.797  -0.11
C  -2.665  -0.115  3.490  -0.10
C  -2.832  0.847  2.360  -0.21
C  -1.582  1.459  1.707  -0.19
C  -0.571  2.035  2.634  -0.11
C  -0.791  2.549  3.844  -0.11
C  -2.095  2.682  4.547  -0.20
C  -2.489  1.512  5.457  -0.19
C  3.073  0.158  3.525  -0.38
H  -2.750  -0.636  5.515  0.07
H  -2.633  -1.173  3.193  0.10
H  -3.526  1.657  2.616  0.10
H  -3.320  0.266  1.562  0.10
H  -1.063  0.687  1.114  0.09
H  -1.977  2.225  1.005  0.13
H  0.468  1.931  2.293  0.10
H  0.058  2.941  4.417  0.09
H  -2.913  2.931  3.856  0.10
H  -1.984  3.551  5.217  0.11
H  -1.731  1.408  6.260  0.10
H  -3.439  1.825  5.939  0.12
H  4.025  0.157  4.077  -0.03
H  2.561  1.155  3.527  -0.02
H  3.294  -0.162  2.498  -0.03
P  0.151  -2.205  -5.216  1.00
P  2.133  0.516  -5.478  1.00
C  -0.423  -0.610  -5.865  -0.33
C  0.383  0.486  -5.966  -0.35
C  -0.702  -3.375  -6.390  -0.39
C  -1.886  -3.064  -7.081  -0.10
C  -2.508  -4.025  -7.891  -0.08
C  -1.945  -5.303  -8.018  -0.09
C  -0.751  -5.617  -7.353  -0.09
C  -0.124  -4.652  -6.559  -0.11
C  -0.819  -2.336  -3.686  -0.39
C  -0.466  -1.463  -2.641  -0.10
C  -1.212  -1.463  -1.467  -0.09
C  -2.321  -2.303  -1.313  -0.09
C  -2.652  -3.171  -2.355  -0.09
C  -1.909  -3.201  -3.538  -0.08
C  2.776  1.268  -7.071  -0.36
C  2.738  0.474  -8.240  -0.11
C  3.094  1.010  -9.485  -0.09
C  3.501  2.355  -9.566  -0.10
C  3.585  3.145  -8.408  -0.09
C  3.236  2.592  -7.164  -0.09
C  2.188  1.937  -4.348  -0.43
C  3.319  2.020  -3.515  -0.11
C  3.474  3.118  -2.675  -0.09
C  2.512  4.133  -2.632  -0.08
C  1.377  4.024  -3.438  -0.08
C  1.196  2.923  -4.284  -0.09
H  -1.472  -0.549  -6.167  0.06
H  0.029  1.399  -6.462  0.07
H  -2.341  -2.077  -6.996  0.09
H  -3.429  -3.769  -8.419  0.10
H  -2.438  -6.055  -8.633  0.10
H  -0.305  -6.608  -7.454  0.10
H  0.819  -4.876  -6.057  0.10
H  0.371  -0.772  -2.773  0.10
H  -0.936  -0.797  -0.658  0.08
H  -2.911  -2.280  -0.394  0.10
H  -3.506  -3.830  -2.250  0.10
H  -2.200  -3.871  -4.346  0.10
H  2.388  -0.561  -8.180  0.10
H  3.039  0.392  -10.391  0.10
H  3.762  2.786  -10.536  0.10
H  3.901  4.194  -8.467  0.10
H  3.283  3.216  -6.269  0.10
H  4.077  1.237  -3.558  0.10
H  4.361  3.193  -2.058  0.10
H  2.649  4.998  -1.981  0.10
H  0.627  4.809  -3.421  0.10
H  0.302  2.860  -4.902  0.09
C  -1.134  -2.320  9.697  -0.12
N  -1.319  -1.599  8.469  -0.30
C  -2.398  -0.656  8.441  -0.09
C  -0.263  -1.647  7.444  -0.19
C  0.595  -0.423  7.440  -0.31
C  1.021  -0.024  8.714  -0.05
C  1.677  1.199  8.853  -0.09
C  1.826  2.009  7.717  -0.09
C  1.524  1.496  6.429  -0.15
C  1.100  0.168  6.260  -0.32
H  -2.126  -2.706  9.981  0.08
H  -0.787  -1.655  10.516  0.07
H  -0.415  -3.149  9.546  0.09
H  -2.084  0.380  8.646  0.09
H  -2.935  -0.695  7.479  0.07
H  -3.067  -0.976  9.246  0.08
H  0.377  -2.523  7.693  0.12
H  -0.742  -1.848  6.469  0.10
H  0.830  -0.679  9.580  0.11
H  2.018  1.509  9.848  0.10
H  2.234  3.024  7.841  0.10
H  1.652  2.150  5.563  0.07

Output
E_HOMO = -7.705 eV
Kohn-Sham gap = 6.93 eV
LUMO level = -0.776 eV

Entry 4:
Here is a structure of composition C44H51CrN10O2S2 at a distorted geometry from the Open Molecules 2025 dataset. Energies are from the ωB97M-V functional and the def2-TZVPD basis.

Each line ends with the Löwdin charge.
Atoms and positions in Å:
Cr  -0.025  -0.165  -0.444  0.62
C  -2.806  -2.245  -4.040  0.02
C  -2.457  -1.172  -3.041  -0.50
O  -1.306  -0.822  -2.818  0.03
N  -3.504  -0.605  -2.393  0.08
C  -3.288  0.271  -1.245  -0.09
C  -2.379  1.426  -1.594  -0.24
C  -2.832  2.362  -2.511  0.00
C  -2.036  3.437  -2.861  -0.03
C  -0.813  3.558  -2.220  -0.06
C  -0.433  2.591  -1.313  -0.16
N  -1.164  1.502  -1.019  0.03
H  -2.361  -3.181  -3.702  0.09
H  -2.372  -2.005  -5.009  0.09
H  -3.881  -2.376  -4.144  0.08
H  -4.434  -0.950  -2.551  0.14
H  -2.857  -0.300  -0.427  0.09
H  -4.258  0.658  -0.935  0.14
H  -3.815  2.236  -2.946  0.12
H  -2.374  4.165  -3.586  0.12
H  -0.170  4.407  -2.409  0.12
H  0.478  2.702  -0.748  0.08
N  -0.373  -9.273  4.213  0.17
C  -0.368  -8.215  3.765  -0.18
C  -0.354  -6.904  3.190  -0.22
C  -1.535  -6.341  2.709  -0.01
C  -1.505  -5.094  2.113  -0.01
C  -0.301  -4.408  1.966  -0.18
C  0.872  -4.968  2.468  -0.01
C  0.848  -6.206  3.083  -0.01
C  -0.259  -3.132  1.216  -0.05
C  0.480  -3.125  0.034  -0.27
C  1.090  -4.243  -0.601  0.00
C  1.516  -3.808  -1.833  -0.05
C  1.162  -2.447  -1.914  -0.16
N  0.578  -2.018  -0.800  -0.07
C  -1.025  -2.054  1.687  -0.27
C  -1.775  -2.028  2.885  0.00
C  -2.343  -0.771  2.972  -0.07
C  -1.922  -0.072  1.834  -0.19
N  -1.135  -0.826  1.053  -0.08
H  -2.461  -6.892  2.792  0.12
H  -2.414  -4.660  1.716  0.13
H  1.803  -4.426  2.366  0.13
H  1.756  -6.651  3.467  0.12
H  1.151  -5.245  -0.210  0.12
H  2.011  -4.381  -2.599  0.10
H  1.268  -1.805  -2.772  0.07
H  -1.866  -2.833  3.595  0.11
H  -2.986  -0.399  3.754  0.10
H  -2.162  0.946  1.559  0.11
N  3.062  1.869  1.659  0.11
C  2.653  0.769  2.312  -0.92
N  2.749  0.772  3.655  0.10
S  2.090  -0.578  1.486  0.76
H  3.123  2.752  2.142  0.11
H  2.810  1.907  0.684  0.08
H  3.240  1.505  4.140  0.11
H  2.638  -0.111  4.122  0.10
C  0.198  5.216  0.971  -0.08
N  -0.227  4.894  2.319  -0.19
C  -1.439  5.621  2.684  -0.06
C  -0.185  3.541  2.674  -0.44
N  -0.005  2.653  1.761  0.16
N  -0.284  3.326  4.032  -0.16
C  0.062  4.330  5.021  -0.06
C  -0.591  2.029  4.592  -0.05
H  0.358  6.293  0.910  0.09
H  -0.551  4.925  0.226  0.07
H  1.130  4.700  0.750  0.08
H  -2.203  5.519  1.903  0.09
H  -1.209  6.681  2.801  0.09
H  -1.857  5.240  3.611  0.08
H  0.107  1.713  2.126  0.01
H  0.472  5.209  4.533  0.09
H  0.812  3.915  5.700  0.09
H  -0.803  4.629  5.620  0.09
H  -0.894  1.329  3.821  0.05
H  -1.416  2.126  5.303  0.10
H  0.270  1.613  5.123  0.08
O  1.562  0.631  -1.614  -0.61
S  2.044  0.538  -3.046  1.03
C  3.709  -0.262  -2.989  -0.23
C  4.787  0.517  -2.311  -0.29
C  5.801  1.104  -3.065  -0.06
C  6.821  1.806  -2.443  -0.07
C  6.830  1.940  -1.062  -0.07
C  5.820  1.363  -0.307  -0.07
C  4.803  0.651  -0.926  -0.05
C  2.551  2.249  -3.465  -0.24
C  2.839  2.339  -4.939  -0.28
C  1.890  1.893  -5.860  -0.06
C  2.137  1.974  -7.220  -0.07
C  3.334  2.509  -7.677  -0.08
C  4.281  2.954  -6.768  -0.07
C  4.036  2.870  -5.405  -0.05
H  3.959  -0.463  -4.032  0.11
H  3.512  -1.206  -2.479  0.09
H  5.802  0.986  -4.142  0.11
H  7.611  2.248  -3.037  0.11
H  7.634  2.478  -0.576  0.11
H  5.829  1.456  0.771  0.10
H  4.033  0.166  -0.338  0.06
H  3.399  2.529  -2.842  0.10
H  1.680  2.847  -3.198  0.08
H  0.946  1.499  -5.500  0.11
H  1.394  1.623  -7.924  0.11
H  3.524  2.578  -8.739  0.11
H  5.213  3.369  -7.128  0.11
H  4.770  3.238  -4.699  0.11

Output
E_HOMO (spin up / spin down) = -9.621 / -9.621 eV
Kohn-Sham gap (spin up / spin down) = 6.86 / 6.80 eV
2S+1 = 5
LUMO level (spin up / spin down) = -2.757 / -2.824 eV
Total charge = +1